*1*
{
  "formula": "H18O9Y",
  "method": "ωB97M-V with the def2-TZVPD basis set",
  "symbols": ["Y", "O", "H", "H", "O", "H", "H", "O", "H", "H", "O", "H", "H", "O", "H", "H", "O", "H", "H", "O", "H", "H", "O", "H", "H", "O", "H", "H"],
  "positions_angstrom": [[0.0983, 0.0420, -0.0301], [-4.1830, 0.9679, -0.1889], [-4.8833, 0.3161, -0.2213], [-4.6205, 1.7994, -0.3718], [-2.1956, -2.8359, -2.5668], [-1.9606, -3.4733, -3.2412], [-3.1414, -2.7237, -2.6618], [-0.7483, 4.2428, 0.9851], [-0.3440, 4.8186, 1.6342], [-1.4268, 4.7806, 0.5768], [3.9170, 1.7697, 0.7920], [4.5395, 1.3109, 1.3560], [4.4179, 2.4978, 0.4241], [2.6813, -3.0970, 1.3392], [3.0137, -3.7088, 0.6823], [2.9475, -3.4764, 2.1768], [-0.0991, 2.8250, -3.3143], [-0.0682, 3.7473, -3.0600], [-0.6409, 2.8117, -4.1033], [-2.1687, -3.1017, 2.1182], [-2.9053, -3.4538, 1.6186], [-2.1273, -3.6488, 2.9025], [2.5646, -1.5804, -3.0447], [2.1971, -2.0139, -3.8150], [3.4938, -1.8096, -3.0607], [0.4547, 0.8552, 4.0064], [0.6665, 1.7604, 4.2344], [0.5213, 0.3776, 4.8332]],
  "lowdin_charge": [2.570, -0.059, 0.049, 0.052, -0.060, 0.052, 0.046, -0.065, 0.050, 0.047, -0.056, 0.050, 0.055, -0.058, 0.047, 0.055, -0.038, 0.051, 0.059, -0.055, 0.044, 0.056, -0.054, 0.051, 0.056, -0.054, 0.049, 0.059],
  "homo_ha": -0.7324,
  "orbital_gap_ev": 3.6,
  "mol_weight_g_mol": 251.04,
  "charge": 3
}

=====

*2*
{
  "formula": "H18O9Y",
  "method": "ωB97M-V with the def2-TZVPD basis set",
  "symbols": ["Y", "O", "H", "H", "O", "H", "H", "O", "H", "H", "O", "H", "H", "O", "H", "H", "O", "H", "H", "O", "H", "H", "O", "H", "H", "O", "H", "H"],
  "positions_angstrom": [[3.8280, 12.3090, 4.2200], [3.8460, 14.2060, 2.8050], [4.4370, 14.8310, 2.4090], [3.1940, 14.8690, 3.0610], [2.2320, 13.6390, 5.1400], [1.4640, 14.1080, 4.8280], [2.3700, 13.9970, 6.0150], [5.6810, 11.0270, 4.9610], [5.7290, 10.4400, 5.7300], [6.5110, 10.9150, 4.4660], [3.7910, 11.9320, 6.6030], [3.1980, 11.1820, 6.7640], [4.3880, 12.0730, 7.3260], [2.7240, 10.3460, 4.7610], [3.0450, 9.5030, 4.4060], [1.7720, 10.3150, 5.0180], [1.9110, 12.0450, 2.7220], [1.2350, 12.6500, 2.3700], [2.2400, 11.6190, 1.9750], [4.3650, 10.5860, 2.3290], [5.1570, 10.1270, 2.3960], [3.8110, 9.9300, 1.9330], [6.1220, 12.6490, 3.0660], [6.8300, 13.2540, 3.3560], [6.2390, 12.8100, 2.1030], [4.8800, 14.0720, 5.4960], [5.2840, 13.9640, 6.3660], [5.3120, 14.8450, 5.0740]],
  "lowdin_charge": [1.643, -0.063, 0.102, 0.101, -0.057, 0.117, 0.104, -0.096, 0.117, 0.108, -0.062, 0.102, 0.105, -0.081, 0.118, 0.147, -0.032, 0.133, 0.039, -0.007, 0.054, 0.095, -0.083, 0.116, 0.125, -0.075, 0.108, 0.124],
  "homo_ha": -0.8642,
  "orbital_gap_ev": 13.6,
  "mol_weight_g_mol": 251.04,
  "charge": 3
}

=====

In order of decreasing stability: *2*, *1*.

=====

*1*
{
  "formula": "C6H37N2O13",
  "method": "ωB97M-V with the def2-TZVPD basis set",
  "symbols": ["C", "C", "N", "C", "C", "N", "C", "C", "H", "H", "H", "H", "H", "H", "H", "H", "H", "H", "H", "O", "H", "H", "O", "H", "H", "O", "H", "H", "O", "H", "H", "O", "H", "H", "O", "H", "H", "O", "H", "H", "O", "H", "H", "O", "H", "H", "O", "H", "H", "O", "H", "H", "O", "H", "H", "O", "H", "H"],
  "positions_angstrom": [[20.4509, 0.0990, -8.2794], [20.0765, 1.0845, -9.3461], [21.1686, 2.0235, -9.6790], [22.1482, 1.8193, -10.5992], [22.7715, 2.9635, -10.7622], [22.1262, 3.8374, -9.9245], [21.1667, 3.2581, -9.3576], [22.3997, 5.2660, -9.7279], [21.4433, -0.3362, -8.3937], [19.7724, -0.7599, -8.3730], [20.3137, 0.4759, -7.2684], [19.2409, 1.7246, -9.0560], [19.7554, 0.6475, -10.2872], [22.2937, 0.8621, -11.0692], [23.6103, 3.2543, -11.3574], [20.4611, 3.7009, -8.6765], [21.4801, 5.7921, -9.4723], [22.7424, 5.6852, -10.6670], [23.1132, 5.4122, -8.9198], [24.4033, 0.2298, -12.3457], [25.2969, 0.0993, -12.6876], [24.0417, 0.8880, -12.9783], [20.0959, 2.8999, -5.5195], [20.8587, 2.3340, -5.3314], [20.2438, 3.6909, -4.9801], [25.9602, 6.9062, -10.3599], [26.4907, 6.9081, -9.5462], [25.0621, 7.1327, -10.0716], [16.7497, -0.1107, -8.1796], [17.2031, -0.5572, -7.4502], [15.8057, -0.1751, -7.9593], [24.8797, 5.9105, -13.5851], [25.6819, 5.4593, -13.9012], [25.0370, 6.8519, -13.7646], [25.6595, 3.8029, -9.9039], [26.1055, 3.2559, -9.2358], [25.7796, 4.7212, -9.5998], [20.2339, 8.4441, -10.2052], [19.9173, 7.8852, -9.4744], [20.3693, 7.8325, -10.9430], [18.9217, 6.0481, -8.8428], [18.4664, 5.7406, -8.0436], [18.2137, 6.4154, -9.3991], [26.7453, 3.2711, -12.5125], [26.3396, 3.1125, -11.6236], [27.1402, 2.4323, -12.7851], [18.3060, 1.3768, -12.1977], [17.8998, 0.5058, -12.3479], [18.4681, 1.7268, -13.0877], [16.9171, 2.3469, -9.8839], [17.3731, 1.8880, -10.6194], [16.6714, 1.6431, -9.2532], [22.1717, 4.8089, -13.8771], [23.0552, 5.2024, -13.6848], [22.3753, 3.8958, -14.1424], [23.6239, 2.2662, -14.3823], [24.3273, 2.6527, -14.9334], [23.3960, 1.4261, -14.8212]],
  "lowdin_charge": [-0.053, -0.154, -0.017, -0.004, 0.002, -0.046, -0.088, 0.045, 0.084, 0.082, 0.070, 0.112, 0.112, 0.135, 0.124, 0.173, 0.076, 0.101, 0.098, -0.072, 0.040, -0.003, -0.071, 0.036, 0.043, -0.051, 0.052, 0.039, -0.059, 0.051, 0.065, -0.061, 0.051, 0.065, -0.055, 0.073, 0.032, -0.066, 0.000, 0.034, -0.063, 0.060, 0.067, -0.078, 0.010, 0.032, -0.051, 0.072, 0.069, -0.087, -0.013, 0.000, -0.097, -0.005, -0.009, -0.057, 0.080, 0.076],
  "homo_ha": -0.4692,
  "orbital_gap_ev": 10.5,
  "mol_weight_g_mol": 345.36,
  "charge": 1
}

=====

*2*
{
  "formula": "C6H37N2O13",
  "method": "ωB97M-V with the def2-TZVPD basis set",
  "symbols": ["C", "C", "N", "C", "C", "N", "C", "C", "H", "H", "H", "H", "H", "H", "H", "H", "H", "H", "H", "O", "H", "H", "O", "H", "H", "O", "H", "H", "O", "H", "H", "O", "H", "H", "O", "H", "H", "O", "H", "H", "O", "H", "H", "O", "H", "H", "O", "H", "H", "O", "H", "H", "O", "H", "H", "O", "H", "H"],
  "positions_angstrom": [[-1.4171, 3.7529, -0.4447], [-1.5385, 2.3228, -0.9691], [-0.6551, 1.4066, -0.2609], [-0.9269, 0.6831, 0.8729], [0.0465, -0.2664, 1.2014], [1.0011, -0.1709, 0.1929], [0.5225, 0.7930, -0.7492], [2.1989, -0.8971, -0.0116], [-1.4090, 3.9079, 0.6342], [-2.3422, 4.2518, -0.7335], [-0.6294, 4.3628, -0.8871], [-1.2517, 2.2105, -2.0147], [-2.5310, 1.8726, -0.9497], [-1.8399, 0.9049, 1.4054], [0.1565, -0.9412, 2.0375], [0.9938, 1.0873, -1.6753], [2.4625, -1.0375, -1.0599], [2.0037, -1.9091, 0.3432], [3.0380, -0.3828, 0.4568], [-2.1664, 0.0640, 3.8297], [-2.0626, -0.2153, 4.7394], [-2.2333, -0.7523, 3.3343], [2.2350, 4.0758, -2.3741], [2.2182, 4.5156, -1.5241], [3.1656, 3.9669, -2.5697], [4.1523, -2.5028, 3.1662], [4.7869, -1.8632, 3.4894], [4.1833, -2.4116, 2.2138], [-3.0024, 4.1552, -3.6974], [-2.6997, 4.9366, -3.2349], [-3.2769, 4.4760, -4.5565], [1.0217, -4.0810, 1.3679], [0.9473, -4.3137, 2.2934], [1.6296, -4.7260, 1.0064], [2.1003, -0.1685, 3.5697], [2.2513, 0.6803, 3.9856], [2.9774, -0.5065, 3.3886], [3.3918, -3.1554, -3.1946], [3.3207, -2.2321, -3.4366], [2.5784, -3.3442, -2.7267], [2.0255, -0.4976, -3.8741], [2.1220, 0.3321, -4.3417], [1.7006, -1.1091, -4.5350], [0.6076, -1.7368, 5.1965], [0.8583, -0.9713, 4.6794], [-0.0494, -1.4075, 5.8098], [-3.7241, 0.0937, -2.1882], [-4.5637, 0.5530, -2.2086], [-3.9535, -0.8180, -2.0085], [-2.2856, 1.3728, -4.1948], [-2.8466, 1.0653, -3.4827], [-2.4849, 2.3059, -4.2714], [-1.1426, -3.1862, -0.1356], [-0.3374, -3.4140, 0.3292], [-1.7597, -2.9475, 0.5561], [-2.3114, -2.5217, 2.4816], [-2.0562, -3.3209, 2.9424], [-3.2002, -2.3415, 2.7878]],
  "lowdin_charge": [-0.047, -0.167, -0.030, -0.022, 0.003, -0.075, 0.095, -0.016, 0.082, 0.071, 0.073, 0.113, 0.114, 0.125, 0.117, 0.142, 0.088, 0.087, 0.103, -0.048, 0.034, -0.025, -0.057, 0.027, 0.033, -0.032, 0.042, 0.029, -0.040, 0.044, 0.057, -0.032, 0.064, 0.066, -0.035, 0.068, 0.024, -0.049, -0.010, 0.024, -0.047, 0.049, 0.052, -0.060, -0.029, 0.024, -0.031, 0.063, 0.064, -0.063, -0.034, -0.016, -0.067, -0.038, -0.016, -0.031, 0.073, 0.066],
  "homo_ha": -0.4516,
  "orbital_gap_ev": 10.0,
  "mol_weight_g_mol": 345.36,
  "charge": 1
}

=====

In order of decreasing stability: *1*, *2*.

=====

*1*
{
  "formula": "C6H7ClS",
  "method": "ωB97M-V with the def2-TZVPD basis set",
  "symbols": ["Cl", "C", "C", "S", "C", "C", "C", "C", "H", "H", "H", "H", "H", "H", "H"],
  "positions_angstrom": [[-1.6531, 0.8165, -2.6182], [-0.6702, 0.8327, -1.0992], [0.4134, 1.6587, -0.9307], [1.5588, 1.7331, 0.3013], [1.1880, 0.2211, 1.3105], [0.4022, -0.6990, 0.3492], [-0.7907, -1.6691, 0.1611], [-1.0543, -0.1782, -0.0751], [0.6069, 2.1989, -1.9662], [0.5558, 0.4511, 2.1127], [2.1000, -0.1849, 1.7704], [0.9458, -0.7332, -0.5786], [-0.6878, -2.3867, -0.5780], [-1.3170, -2.2251, 1.0507], [-1.5979, 0.1641, 0.7902]],
  "lowdin_charge": [0.562, -0.678, -0.542, 0.915, -0.376, -0.271, -0.046, -0.246, 0.116, 0.049, 0.080, 0.108, 0.063, 0.140, 0.128],
  "homo_ha": -0.3005,
  "smiles": "ClC1=CSC[C@H]2C[C@H]12",
  "orbital_gap_ev": 9.0,
  "mol_weight_g_mol": 146.64
}

=====

*2*
{
  "formula": "C6H7ClS",
  "method": "ωB97M-V with the def2-TZVPD basis set",
  "symbols": ["Cl", "C", "C", "C", "C", "C", "C", "S", "H", "H", "H", "H", "H", "H", "H"],
  "positions_angstrom": [[3.4841, -1.2086, -0.3190], [3.0846, 0.4693, -0.4491], [1.8045, 0.9269, -0.2721], [0.5932, 0.1723, 0.0096], [-0.6009, 0.7328, 0.1078], [-1.8966, 0.0462, 0.4190], [-2.1858, -1.4146, 0.3245], [-3.0559, -0.4222, -0.9216], [3.9027, 1.1525, -0.6947], [1.6402, 2.0007, -0.3568], [0.6822, -0.9520, 0.1215], [-0.7173, 1.7978, -0.0325], [-2.5306, 0.6139, 1.0890], [-1.3981, -2.0536, -0.1287], [-2.8063, -1.8612, 1.1031]],
  "lowdin_charge": [0.598, -0.553, -0.190, -0.131, -0.121, -0.584, -0.429, 0.779, 0.064, 0.105, 0.112, 0.109, 0.088, 0.078, 0.073],
  "homo_ha": -0.3183,
  "smiles": "Cl/C=C\\C=C\\[C@@H]1CS1",
  "orbital_gap_ev": 9.0,
  "mol_weight_g_mol": 146.64
}

=====

In order of decreasing stability: *2*, *1*.

=====

*1*
{
  "formula": "C21H23NO4",
  "method": "ωB97M-V with the def2-TZVPD basis set",
  "symbols": ["O", "C", "O", "C", "C", "C", "C", "C", "N", "C", "O", "O", "C", "C", "C", "C", "C", "C", "C", "C", "C", "C", "C", "C", "C", "C", "H", "H", "H", "H", "H", "H", "H", "H", "H", "H", "H", "H", "H", "H", "H", "H", "H", "H", "H", "H", "H", "H", "H"],
  "positions_angstrom": [[2.6726, -1.1087, 1.3248], [1.5728, -0.9442, 1.7225], [0.9207, 0.2121, 2.0583], [0.8491, -2.2029, 1.8743], [1.2467, -3.6139, 1.4348], [1.1978, -3.8048, 0.0419], [0.2448, -4.7155, -0.7230], [-1.1775, -3.9848, -0.5704], [-1.1152, -2.7567, -1.4630], [-1.5669, -1.6651, -0.6782], [-1.8888, -1.4212, 0.3744], [-1.4510, -0.6208, -1.6201], [-2.0474, 0.7739, -1.3271], [-1.0789, 1.1649, -0.0464], [-1.5454, 2.6586, 0.2456], [-2.6844, 3.0303, 0.8890], [-2.9633, 4.4159, 0.7563], [-1.8221, 5.4364, 0.7666], [-0.3900, 4.9849, 0.2667], [-0.5599, 3.6125, -0.0725], [0.7902, 2.8132, -0.4594], [2.0352, 3.3718, -0.8707], [2.8114, 2.4039, -1.4861], [2.6189, 1.0441, -1.6764], [1.2777, 0.6445, -1.1636], [0.5391, 1.5259, -0.7047], [1.6511, 0.8677, 1.8528], [0.5944, -2.3074, 3.1544], [-0.1628, -2.1129, 1.7272], [0.6275, -4.4577, 1.8484], [2.2883, -3.6396, 1.9969], [1.4819, -2.5684, -0.3740], [2.2697, -4.1324, -0.3144], [0.7833, -4.7326, -1.7614], [0.3733, -5.4618, -0.0620], [-1.4490, -3.8839, 0.3418], [-1.7542, -4.5410, -1.0540], [-0.6632, -2.7569, -2.2537], [-1.9890, 1.2718, -2.0402], [-2.9226, 0.5651, -0.9318], [-0.9434, 0.5411, 0.7051], [-3.4936, 2.2472, 1.1430], [-3.6913, 4.8824, 1.5778], [-2.0552, 6.2669, 1.1023], [0.1822, 5.6313, 0.1023], [2.2376, 4.3715, -0.5870], [3.9051, 2.7646, -1.8924], [3.1012, 0.3774, -1.9019], [1.1422, -0.4467, -1.2725]],
  "lowdin_charge": [0.127, -0.569, 0.099, -0.143, -0.260, -0.312, -0.108, -0.076, 0.148, -0.567, 0.181, -0.059, 0.070, 0.016, -0.174, -0.069, -0.066, 0.048, 0.098, -0.065, -0.101, -0.010, -0.098, 0.033, -0.041, -0.176, 0.156, 0.216, 0.049, 0.135, 0.158, 0.181, 0.136, 0.156, 0.060, 0.060, 0.033, 0.065, 0.012, 0.075, 0.045, 0.146, 0.124, -0.025, -0.033, 0.095, 0.147, -0.036, 0.120],
  "homo_ha": -0.3052,
  "smiles": "O=C(O)CCCCCNC(=O)OCC1c2ccccc2-c2ccccc21",
  "orbital_gap_ev": 8.6,
  "mol_weight_g_mol": 353.42
}

=====

*2*
{
  "formula": "C21H23NO4",
  "method": "ωB97M-V with the def2-TZVPD basis set",
  "symbols": ["C", "C", "C", "C", "N", "C", "O", "C", "O", "C", "C", "O", "C", "C", "C", "C", "C", "C", "O", "C", "C", "C", "C", "C", "C", "C", "H", "H", "H", "H", "H", "H", "H", "H", "H", "H", "H", "H", "H", "H", "H", "H", "H", "H", "H", "H", "H", "H", "H"],
  "positions_angstrom": [[-2.7980, -3.6941, 0.2690], [-1.8464, -3.1413, 1.3230], [-1.0798, -1.9101, 0.8418], [-0.0650, -2.2397, -0.2527], [0.6924, -1.0806, -0.6594], [0.4829, -0.4355, -1.8392], [-0.3557, -0.7253, -2.6623], [1.5727, 0.6447, -2.0079], [2.3595, 0.2842, -3.1256], [0.9988, 2.0742, -2.1938], [-0.5127, 2.1476, -2.1918], [-1.1098, 2.5301, -3.1727], [-1.2590, 1.7519, -0.9671], [-2.5611, 1.3006, -1.1791], [-3.3889, 0.9498, -0.1322], [-2.9190, 1.0679, 1.1643], [-1.6340, 1.5215, 1.4047], [-0.7853, 1.8628, 0.3547], [0.4742, 2.3389, 0.5474], [0.9506, 2.5151, 1.8601], [2.3674, 0.4724, -0.7422], [3.4869, 1.1324, -0.2948], [4.0316, 0.7570, 0.9288], [3.4584, -0.2581, 1.6746], [2.3292, -0.9330, 1.2273], [1.7933, -0.5565, 0.0109], [-3.4728, -2.9142, -0.0758], [-2.2539, -4.0803, -0.5883], [-3.3919, -4.5042, 0.6856], [-2.4235, -2.8613, 2.2070], [-1.1394, -3.9186, 1.6226], [-0.5565, -1.4571, 1.6873], [-1.7839, -1.1733, 0.4537], [-0.5816, -2.5934, -1.1478], [0.6312, -3.0119, 0.0905], [1.7581, 0.1174, -3.8642], [1.3854, 2.7248, -1.4111], [1.3434, 2.4463, -3.1622], [-2.9002, 1.2298, -2.2011], [-4.3900, 0.5954, -0.3224], [-3.5507, 0.8062, 2.0003], [-1.2966, 1.6074, 2.4251], [1.9590, 2.9108, 1.7508], [0.3375, 3.2286, 2.4189], [1.0008, 1.5647, 2.3997], [3.9356, 1.9142, -0.8871], [4.9130, 1.2589, 1.2980], [3.8963, -0.5372, 2.6216], [1.8977, -1.7297, 1.8130]],
  "lowdin_charge": [-0.104, -0.255, -0.185, -0.117, 0.047, -0.358, 0.123, -0.337, 0.049, 0.010, -0.340, 0.111, -0.078, -0.005, -0.083, -0.085, -0.025, -0.202, -0.098, -0.065, -0.092, -0.008, -0.090, -0.086, -0.011, -0.146, 0.074, 0.067, 0.070, 0.105, 0.106, 0.107, 0.092, 0.125, 0.136, 0.115, 0.122, 0.138, 0.126, 0.105, 0.110, 0.105, 0.096, 0.100, 0.094, 0.126, 0.101, 0.104, 0.108],
  "homo_ha": -0.3097,
  "smiles": "CCCCN1C(=O)[C@@](O)(CC(=O)c2ccccc2OC)c2ccccc21",
  "orbital_gap_ev": 8.9,
  "mol_weight_g_mol": 353.42
}

=====

In order of decreasing stability: *2*, *1*.